The following is a quantum chemistry calculation of C4H7Br3 as an isolated structure at a distorted geometry, from OMol25.

Summary:
Relative energy (zero: lowest compared OMol25 entry of this formula, charge and spin), kcal/mol: 45.2
HOMO, Eh: -0.35855
Gap between HOMO and LUMO, eV: 10.3
LUMO, eV: 0.559
Max |F|, eV/A: 3.4

```
! wB97M-V def2-TZVPD RIJCOSX def2/J DEFGRID3
* xyz 0 1
C 0.394 2.153 1.855
C 0.074 1.160 1.047
C -2.104 -1.227 -0.389
C -1.267 -1.844 0.363
Br 4.111 -0.761 -4.354
Br -1.414 -2.295 2.134
Br 0.377 -2.421 -0.460
H 4.101 0.502 -4.784
H 0.407 1.952 2.975
H 0.619 3.273 1.757
H -0.185 0.297 1.516
H -0.005 1.232 0.030
H -1.975 -1.021 -1.450
H -3.133 -1.000 -0.240
*
```

Here are the natural (NBO) charges for atoms 1 to 8, given in e:
1. C -0.38
2. C -0.38
3. C -0.44
4. C -0.22
5. Br -0.18
6. Br 0.15
7. Br 0.06
8. H 0.18

---

The following is a quantum chemistry calculation of a 2-piece molecular cluster, C4H7BrCl2 overall at a distorted geometry, from OMol25.

Summary:
Relative energy (zero: lowest compared OMol25 entry of this formula, charge and spin), kcal/mol: 0.0
HOMO (alpha / beta), Eh: -0.28102 / -0.39019
Gap between HOMO and LUMO (alpha / beta), eV: 8.2 / 10.0
LUMO (alpha / beta), eV: 0.572 / -0.646
Max |F|, eV/A: 6.2

```
! wB97M-V def2-TZVPD RIJCOSX def2/J DEFGRID3
* xyz 0 3
C 1.958 -1.286 0.541
C -1.593 -2.747 -0.385
C 1.726 -0.264 -0.371
C -1.498 -1.248 -0.168
Cl 1.630 1.259 0.302
Cl -2.062 -0.087 -1.300
Br -1.859 -0.664 1.691
H 2.024 -2.283 0.235
H 2.882 -0.938 0.991
H 1.201 -1.308 1.270
H -2.605 -3.066 -0.304
H -1.068 -3.305 0.538
H -1.128 -2.962 -1.439
H 1.040 -0.251 -1.325
*
```

Here are the natural (NBO) charges for atoms 1 to 8, given in e:
1. C -0.71
2. C -0.72
3. C -0.18
4. C -0.08
5. Cl 0.01
6. Cl 0.05
7. Br 0.02
8. H 0.23

---

The following is a quantum chemistry calculation of an isolated ion of composition C4H7BrN and charge +1 at a distorted geometry, from OMol25.

Summary:
Relative energy (zero: lowest compared OMol25 entry of this formula, charge and spin), kcal/mol: 47.7
SMILES: CCCC#[N+]Br
HOMO, Eh: -0.57667
Gap between HOMO and LUMO, eV: 10.1
LUMO, eV: -5.594
Max |F|, eV/A: 11.3

```
! wB97M-V def2-TZVPD RIJCOSX def2/J DEFGRID3
* xyz 1 1
C 1.040 -0.295 -0.281
C -0.074 0.701 -0.452
C -0.166 1.665 0.810
C 0.770 2.620 0.572
N 1.479 3.486 0.043
Br 2.867 4.435 -0.623
H 0.812 -1.258 0.222
H 1.179 -0.605 -1.278
H 1.825 0.225 0.277
H -0.983 0.154 -0.637
H 0.056 1.254 -1.363
H -0.104 1.009 1.714
H -1.169 2.174 0.829
*
```

Here are the natural (NBO) charges for atoms 1 to 8, given in e:
1. C -0.62
2. C -0.35
3. C -0.61
4. C 0.67
5. N -0.44
6. Br 0.55
7. H 0.24
8. H 0.24

---

The following is a quantum chemistry calculation of a 2-piece molecular cluster, C4H7BrN overall at a distorted geometry, from OMol25.

Summary:
Relative energy (zero: lowest compared OMol25 entry of this formula, charge and spin), kcal/mol: 121.7
HOMO (alpha / beta), Eh: -0.49559 / -0.49557
Gap between HOMO and LUMO (alpha / beta), eV: 7.8 / 7.8
LUMO (alpha / beta), eV: -5.703 / -5.703
Max |F|, eV/A: 3.9

```
! wB97M-V def2-TZVPD RIJCOSX def2/J DEFGRID3
* xyz 1 1
C -0.095 -1.657 0.190
C 1.340 -0.191 -0.626
C 0.156 -0.234 0.240
C -1.161 1.935 0.782
N 0.165 -0.904 -1.043
Br 0.179 3.140 1.067
H 0.646 -2.450 0.568
H -1.094 -1.999 0.534
H 1.436 0.679 -1.210
H 2.131 -0.946 -0.368
H -1.244 1.200 1.638
H -1.927 2.243 -0.020
H -0.531 -0.818 -1.753
*
```

Here are the natural (NBO) charges for atoms 1 to 8, given in e:
1. C -0.28
2. C -0.24
3. C 0.01
4. C -0.33
5. N -0.39
6. Br 0.28
7. H 0.24
8. H 0.26

---

The following is a quantum chemistry calculation of C4H7BrN3O2 as an isolated structure at a distorted geometry, from OMol25.

Summary:
Relative energy (zero: lowest compared OMol25 entry of this formula, charge and spin), kcal/mol: 108.3
HOMO, Eh: -0.48764
Gap between HOMO and LUMO, eV: 9.4
LUMO, eV: -3.867
Max |F|, eV/A: 6.9

```
! wB97M-V def2-TZVPD RIJCOSX def2/J DEFGRID3
* xyz 1 1
C -0.186 0.271 -0.018
C -2.057 -0.148 -0.076
C 1.584 1.584 0.027
C 2.051 0.160 0.056
N 0.174 1.501 -0.236
N -2.369 -1.383 -0.152
N 0.793 -0.515 0.052
O -1.203 -2.175 -0.073
O -3.471 -1.872 0.028
Br -3.213 1.317 -0.031
H 1.803 1.897 1.069
H 2.124 2.119 -0.758
H 2.548 -0.287 -0.856
H 2.658 -0.043 0.916
H -0.609 2.130 -0.237
H -1.470 -3.074 0.094
H 0.841 -1.482 0.194
*
```

Here are the natural (NBO) charges for atoms 1 to 8, given in e:
1. C 0.59
2. C 0.02
3. C -0.25
4. C -0.22
5. N -0.57
6. N 0.31
7. N -0.53
8. O -0.57

---

The following is a quantum chemistry calculation of a 2-piece molecular cluster, C4H7BrNO2 overall at a distorted geometry, from OMol25.

Summary:
Relative energy (zero: lowest compared OMol25 entry of this formula, charge and spin), kcal/mol: 75.1
HOMO, Eh: -0.14971
Gap between HOMO and LUMO, eV: 7.3
LUMO, eV: 3.214
Max |F|, eV/A: 5.4

```
! wB97M-V def2-TZVPD RIJCOSX def2/J DEFGRID3
* xyz -1 1
C 1.653 -0.499 -1.172
C -1.896 2.158 0.268
C 2.063 0.334 1.050
C -1.446 0.992 0.468
N 1.201 0.071 -0.082
O 0.748 -0.539 -2.201
O 2.758 -1.011 -1.372
Br -2.672 -0.193 1.464
H -0.087 -0.225 -1.835
H -2.809 2.693 0.604
H -1.237 2.883 -0.244
H 1.885 -0.458 1.747
H 3.123 0.231 0.725
H 2.155 1.346 1.556
H -0.329 0.595 0.087
*
```

Here are the natural (NBO) charges for atoms 1 to 8, given in e:
1. C 0.84
2. C -0.49
3. C -0.42
4. C -0.26
5. N -0.76
6. O -0.72
7. O -0.76
8. Br -0.12

---

The following is a quantum chemistry calculation of an isolated ion of composition C4H7BrNS and charge +1 at a distorted geometry, from OMol25.

Summary:
Relative energy (zero: lowest compared OMol25 entry of this formula, charge and spin), kcal/mol: 143.8
HOMO, Eh: -0.46901
Gap between HOMO and LUMO, eV: 7.3
LUMO, eV: -5.450
Max |F|, eV/A: 5.3

```
! wB97M-V def2-TZVPD RIJCOSX def2/J DEFGRID3
* xyz 1 1
C 1.143 -2.387 -0.354
C 1.474 -0.402 -0.826
C -0.888 -0.853 0.098
C 0.032 1.452 -0.166
N 0.328 0.082 0.146
S -0.299 -2.698 0.121
Br 3.105 -0.112 0.090
H 2.127 -2.920 -0.497
H -1.597 -0.521 0.980
H -1.340 -0.773 -0.867
H 0.837 2.001 -0.393
H -0.610 1.384 -1.090
H -0.458 1.929 0.590
H 0.663 0.122 1.094
*
```

Here are the natural (NBO) charges for atoms 1 to 8, given in e:
1. C -0.38
2. C -0.12
3. C -0.34
4. C -0.40
5. N -0.46
6. S 0.69
7. Br 0.08
8. H 0.30

---

The following is a quantum chemistry calculation of C4H7BrO as an isolated structure at a distorted geometry, from OMol25.

Summary:
Relative energy (zero: lowest compared OMol25 entry of this formula, charge and spin), kcal/mol: 64.2
HOMO, Eh: -0.33733
Gap between HOMO and LUMO, eV: 9.9
LUMO, eV: 0.709
Max |F|, eV/A: 3.5

```
! wB97M-V def2-TZVPD RIJCOSX def2/J DEFGRID3
* xyz 0 1
C -2.240 0.044 0.170
C -1.080 -0.180 -0.448
C 1.239 0.251 1.008
C 0.796 0.157 -0.513
O 1.317 -0.987 -1.081
Br -2.327 1.232 1.583
H -3.216 -0.407 -0.279
H -1.089 -0.741 -1.389
H 2.160 0.719 1.192
H 1.196 -0.876 1.299
H 0.512 0.831 1.575
H 1.018 1.014 -1.150
H 1.715 -1.057 -1.968
*
```

Here are the natural (NBO) charges for atoms 1 to 8, given in e:
1. C -0.38
2. C -0.23
3. C -0.64
4. C 0.18
5. O -0.75
6. Br 0.06
7. H 0.24
8. H 0.19

---

The following is a quantum chemistry calculation of C4H7CeLiO2 as an isolated structure at a distorted geometry, from OMol25.

Summary:
Relative energy (zero: lowest compared OMol25 entry of this formula, charge and spin), kcal/mol: 0.0
HOMO (alpha / beta), Eh: -0.59941 / -0.64581
Gap between HOMO and LUMO (alpha / beta), eV: 7.7 / 8.3
LUMO (alpha / beta), eV: -8.567 / -9.241
Max |F|, eV/A: 4.1

```
! wB97M-V def2-TZVPD RIJCOSX def2/J DEFGRID3
* xyz 2 3
H -0.607 -0.925 -4.087
C -0.583 0.872 0.009
C -0.999 -0.055 1.111
C 0.381 0.089 1.622
C 1.562 -0.419 0.862
O 1.066 -0.975 -0.286
O -0.782 0.599 -1.231
Li -1.695 0.657 -2.874
Ce 0.416 -1.084 -2.338
H -0.577 1.946 0.247
H -1.764 0.371 1.769
H -1.267 -1.044 0.718
H 0.579 0.804 2.422
H 2.011 -1.240 1.463
H 2.258 0.402 0.591
*
```

Here are the Mulliken charges for atoms 1 to 8, given in e:
1. H -0.34
2. C -0.03
3. C -0.24
4. C -0.24
5. C -0.32
6. O -0.63
7. O -0.65
8. Li 0.82